Record 1
27
Properties=species:S:1:pos:R:3:forces:R:3:nbo_charge:R:1 method="wB97M-V/def2-TZVPD" total_charge=0 e_above_lowest_kj_mol=88.6 homo_lumo_gap_ev=5.9 multiplicity=1 homo_ha=-0.2875
C -0.5290 -2.5068 -3.4245 0.5 -1.7 -0.4 -0.245
C -0.9500 -1.1985 -3.4050 -1.3 0.8 -1.2 -0.203
C 0.0962 -3.0233 -2.2734 -1.6 2.5 -0.7 -0.199
C -0.6057 -0.2946 -2.4141 0.4 -2.2 1.1 -0.301
C 0.3653 -2.1374 -1.2332 1.2 -1.3 -0.2 -0.298
C 0.1522 -0.7757 -1.3155 -0.7 -0.3 -1.9 0.322
C 1.3789 2.4683 3.7042 -0.6 1.3 1.1 0.367
C 1.1131 1.8904 2.3698 -0.3 -2.0 -2.6 0.355
C 2.1504 0.8745 1.9898 -0.7 -0.1 -0.3 -0.756
C -2.1023 0.4748 0.9908 -3.9 1.9 -2.2 -1.028
N 0.0304 2.1803 1.7084 1.9 -0.1 2.9 -0.842
O 2.1996 2.0269 4.4844 -1.3 0.9 -0.9 -0.443
O -1.0208 2.5288 -0.6088 -0.2 0.6 -0.8 -1.016
O 0.6477 -0.0002 -0.3937 -1.3 3.1 2.8 -0.774
P -0.7623 1.5897 0.4559 0.3 -2.4 -2.1 2.210
H -0.7330 -3.1665 -4.3289 0.0 0.9 1.5 0.210
H -1.7336 -0.9750 -4.1646 1.0 0.4 0.4 0.210
H -0.0467 -4.0325 -2.0772 0.9 -2.0 0.1 0.207
H -1.0622 0.6241 -2.2351 -0.5 1.7 -0.6 0.221
H 0.9484 -2.5288 -0.4106 -0.3 0.1 0.5 0.207
H 0.6612 3.3253 3.8220 0.7 -0.2 0.9 0.138
H 2.6185 0.6360 2.9848 0.2 -0.3 -1.7 0.261
H 1.6617 0.0663 1.3964 0.3 0.2 0.8 0.301
H 2.7944 1.2962 1.1878 0.1 0.0 0.9 0.276
H -1.5672 -0.2529 1.4473 1.1 -2.7 1.8 0.241
H -2.9671 0.9230 1.6465 2.2 -0.5 -1.0 0.283
H -2.7380 -0.0124 0.0968 2.0 1.3 1.6 0.298

***

Record 2
23
Properties=species:S:1:pos:R:3:forces:R:3:nbo_charge:R:1 method="wB97M-V/def2-TZVPD" s2=2.028 total_charge=0 e_above_lowest_kj_mol=146.5 homo_lumo_gap_ev="6.5 / 8.0" multiplicity=3 homo_ha="-0.2061 / -0.3423"
C 0.8958 0.7080 -0.7309 2.7 -0.7 -0.2 -0.022
C 2.3383 0.9158 -0.7691 -3.2 -0.4 -5.0 -0.040
C 0.2738 -1.3060 0.3587 0.0 0.1 0.1 -0.395
C 1.0934 -0.7928 -0.8249 -0.3 -0.7 -0.3 -0.257
C 0.0196 1.0642 0.1930 -1.9 0.1 0.5 -0.121
C 2.6393 -0.5686 -0.8433 -0.1 -0.4 -0.9 -0.334
C 2.9333 1.1992 0.4130 3.6 1.5 5.2 -0.430
C -0.7543 -0.1678 0.6227 -0.1 -0.3 0.1 -0.253
C -3.1121 0.6581 0.1839 0.1 -0.2 -0.2 -0.605
C -2.0518 -0.3770 -0.1695 0.0 0.2 0.2 -0.385
S 3.6762 -0.3746 0.6621 -0.9 0.3 0.3 0.296
H -0.2160 -2.2549 0.1454 0.0 -0.1 0.1 0.214
H 0.9110 -1.4345 1.2341 0.1 0.0 0.0 0.223
H 0.7997 -1.2513 -1.7700 -0.1 -0.1 0.0 0.222
H -0.1882 2.0508 0.5635 0.2 0.2 0.2 0.218
H 3.1779 -1.0543 -1.6494 0.0 0.0 -0.1 0.223
H 2.9680 2.0418 1.0733 0.1 0.2 0.0 0.218
H -1.0042 -0.1107 1.6861 0.0 0.0 0.0 0.211
H -2.7257 1.6642 0.0402 0.0 0.2 0.0 0.202
H -3.4177 0.5496 1.2229 -0.1 0.1 0.1 0.202
H -3.9904 0.5403 -0.4483 -0.1 0.0 0.0 0.212
H -1.8286 -0.3229 -1.2370 0.0 -0.1 -0.1 0.200
H -2.4372 -1.3766 0.0436 0.0 0.0 -0.1 0.201

***

Record 3
24
Properties=species:S:1:pos:R:3:forces:R:3:nbo_charge:R:1 method="wB97M-V/def2-TZVPD" total_charge=0 e_above_lowest_kj_mol=248.1 homo_lumo_gap_ev=9.3 multiplicity=1 homo_ha=-0.3095
C 2.1503 1.1552 1.3865 -0.5 0.4 0.9 -0.152
C 0.8520 1.0772 1.5180 -0.3 -1.9 -0.7 -0.026
C -0.4321 0.7866 -0.6291 -0.7 -0.7 -0.9 0.043
C -0.3228 -0.4178 -1.1932 0.7 -0.3 0.5 -0.032
C 1.5923 0.8804 2.7798 0.3 2.7 0.4 -0.435
C -0.3223 0.4948 0.8649 2.4 -1.3 -3.7 -0.247
C -0.0489 -1.2158 0.0640 0.3 3.3 1.4 0.040
C -0.8234 2.0462 -1.3086 -1.2 1.4 4.3 -0.643
C -0.4481 -0.9515 -2.6209 -0.3 -0.4 4.5 -0.649
C -0.9772 -2.1580 0.6807 -0.2 -0.6 -2.2 -0.667
Cl 1.6021 -1.7271 0.2421 0.8 -0.3 -0.1 -0.021
H 3.0861 1.1798 0.8470 -0.4 0.1 -0.1 0.232
H 1.8142 -0.0423 3.2205 0.0 -1.6 0.5 0.180
H 1.4938 1.6952 3.5329 0.4 -0.5 -0.5 0.171
H -1.2802 0.4950 1.2627 -1.5 0.0 1.6 0.210
H -0.2114 2.8703 -0.7901 -1.4 -0.7 -0.8 0.224
H -1.9825 2.1757 -1.1890 2.2 0.2 -0.1 0.219
H -0.5750 2.0572 -2.2923 0.6 -0.1 -3.0 0.213
H -1.4948 -1.1186 -2.6490 -0.9 -1.2 -1.0 0.226
H 0.2749 -1.7134 -2.7513 0.0 -1.4 -0.3 0.228
H -0.1962 -0.2141 -3.2385 0.8 3.2 -2.8 0.215
H -0.9510 -3.1325 0.2822 1.1 -1.7 -0.6 0.220
H -1.9207 -1.9646 0.2829 -2.2 1.2 0.3 0.222
H -0.8788 -2.2578 1.6977 -0.1 0.2 2.4 0.230

***

Record 4
28
Properties=species:S:1:pos:R:3:forces:R:3:nbo_charge:R:1 method="wB97M-V/def2-TZVPD" total_charge=0 homo_lumo_gap_ev=10.4 multiplicity=1 homo_ha=-0.3636 smiles=C#CC1(O[C@@H](O)C(Cl)(Cl)Cl)CCCCC1
C -2.6559 -1.5466 0.6671 4.8 2.1 -1.5 -0.221
C -1.5483 -0.9565 0.4015 -6.4 -3.0 0.8 -0.058
C -0.3319 -0.2600 -0.0997 -1.0 -0.1 1.4 0.177
O 0.7349 -1.2510 -0.0129 0.9 0.1 1.2 -0.536
C 0.9644 -1.8742 1.3065 -3.2 -0.7 -2.6 0.297
O 0.1825 -3.1292 1.3144 2.2 4.1 6.3 -0.696
C 2.4614 -1.9902 1.5295 0.7 -1.3 -1.7 -0.099
Cl 2.8896 -2.7254 3.0743 -0.3 0.1 -0.5 0.071
Cl 3.1085 -3.0079 0.0724 -0.4 0.4 1.4 -0.044
Cl 3.2143 -0.4345 1.3484 0.1 0.6 0.3 0.062
C -0.4456 0.1378 -1.5479 1.5 0.9 -2.0 -0.414
C -1.2194 1.4171 -1.9717 3.2 0.3 1.6 -0.407
C -0.5975 2.5880 -1.2169 -2.7 3.1 0.0 -0.402
C 0.3511 2.2792 -0.1242 -1.2 -0.8 1.4 -0.397
C -0.1900 1.0562 0.7194 -1.4 1.5 -1.2 -0.426
H -3.5357 -2.2308 0.7747 1.4 1.3 0.0 0.260
H 0.5057 -1.2065 2.0202 0.1 -0.2 0.7 0.199
H 0.1374 -3.4687 0.5049 0.1 -1.9 -5.6 0.475
H -0.9486 -0.5265 -2.1781 -0.3 -2.2 -0.5 0.228
H 0.6249 0.2198 -1.9257 -1.2 -0.1 0.4 0.221
H -0.9289 1.6868 -3.0124 -1.5 -1.1 0.4 0.232
H -2.2038 1.3282 -1.5822 -1.3 -0.2 -0.9 0.220
H -0.2550 3.3033 -1.9702 0.7 0.0 0.3 0.203
H -1.4785 3.1827 -0.7944 1.0 -0.6 -0.1 0.190
H 1.2430 1.9361 -0.5669 1.6 -0.2 -0.3 0.199
H 0.5625 3.1193 0.5844 -0.2 -0.6 -0.8 0.220
H 0.5321 1.0549 1.4464 1.6 -1.0 2.2 0.223
H -1.1733 1.2985 1.2393 1.1 -0.2 -0.9 0.226

***

Record 5
36
Properties=species:S:1:pos:R:3:forces:R:3:nbo_charge:R:1 method="wB97M-V/def2-TZVPD" s2=0.776 total_charge=+2 e_above_lowest_kj_mol=0.0 homo_lumo_gap_ev="9.0 / 5.7" multiplicity=2 homo_ha="-0.5724 / -0.5808"
Ir -0.2201 -0.3892 -0.5397 0.0 0.4 0.6 0.580
N -1.1977 1.4279 -0.4004 -0.1 -0.2 0.0 -0.718
C -1.9311 1.5682 0.8897 0.0 -0.1 0.0 -0.248
C -1.1318 0.9431 2.0203 0.0 0.0 0.0 -0.249
N -0.6560 -0.4253 1.6699 0.0 0.0 -0.2 -0.650
C -1.5889 -1.5411 1.9746 0.0 0.0 0.0 -0.243
C -2.6628 -1.6516 0.9077 0.0 0.0 0.0 -0.241
N -2.0235 -1.6615 -0.4380 0.1 -0.1 -0.1 -0.817
H -0.4851 2.1527 -0.4735 0.0 0.0 0.0 0.427
H -1.8456 1.5948 -1.1721 0.0 -0.1 0.0 0.433
H -2.8932 1.0816 0.7671 -0.1 0.0 0.0 0.214
H -2.1292 2.6211 1.0914 0.1 0.0 0.0 0.251
H -1.7391 0.9176 2.9273 0.0 0.0 0.0 0.239
H -0.2476 1.5467 2.2287 0.0 0.0 0.0 0.230
H 0.2102 -0.5871 2.1726 -0.1 0.0 0.1 0.417
H -2.0501 -1.4092 2.9558 0.0 0.0 0.0 0.237
H -0.9941 -2.4553 2.0114 0.0 0.0 0.0 0.225
H -3.3438 -0.8076 0.9536 -0.1 0.0 0.0 0.211
H -3.2648 -2.5474 1.0597 0.1 0.0 0.0 0.246
H -2.7169 -1.4904 -1.1651 0.0 0.1 0.0 0.434
H -1.6842 -2.6055 -0.6178 -0.1 0.0 -0.1 0.405
Cl 0.4169 1.6653 -3.4366 -0.1 -0.1 0.0 -0.341
Si -0.3965 -0.1316 -2.8808 0.1 0.1 0.1 1.106
Cl -2.4351 0.0039 -3.2416 0.1 0.0 0.0 -0.367
Cl 0.3557 -1.5980 -4.0452 0.1 -0.1 0.0 -0.298
Cl 1.4007 -2.2695 -0.5456 -0.1 0.2 -0.1 0.201
C 2.4240 -0.8355 -0.5003 -0.1 -0.1 0.0 -0.067
C 1.6139 0.3361 -0.4442 0.3 -0.3 -0.4 -0.153
C 2.3556 1.5490 -0.3586 0.0 -0.1 0.0 0.015
Cl 1.5536 3.0521 -0.1664 -0.1 0.0 0.0 0.102
C 3.7381 1.5566 -0.4211 0.0 0.1 0.0 -0.125
Cl 4.6033 3.0151 -0.3641 0.0 0.0 0.0 0.174
C 4.4647 0.3359 -0.5352 0.1 -0.1 0.0 0.021
Cl 6.1306 0.3446 -0.6220 0.0 0.0 0.0 0.272
C 3.7759 -0.9149 -0.5674 0.0 0.0 0.0 -0.095
Cl 4.5942 -2.3915 -0.6939 0.0 0.0 0.0 0.174

***

Record 6
30
Properties=species:S:1:pos:R:3:forces:R:3:nbo_charge:R:1 method="wB97M-V/def2-TZVPD" total_charge=0 e_above_lowest_kj_mol=401.4 homo_lumo_gap_ev=8.7 multiplicity=1 homo_ha=-0.3304 smiles="O=S(=O)(F)N(CCCCl)COc1ccccc1"
O -2.4632 1.8471 1.0280 0.6 -0.6 -4.9 -0.851
S -2.0017 2.1264 -0.3879 -0.1 3.9 5.4 2.333
O -1.4144 3.5059 -0.3988 -1.3 -4.1 -1.8 -0.838
F -3.3541 2.1123 -1.4174 2.5 -0.4 1.4 -0.478
N -0.9043 0.9033 -0.8901 -0.8 0.6 -1.1 -0.640
C -1.5682 -0.2152 -1.6299 -0.4 -2.0 0.4 -0.252
C -2.4304 -1.1497 -0.6075 0.4 -0.7 0.1 -0.442
C -1.5572 -2.4559 -0.1786 0.2 1.4 -0.6 -0.365
Cl -2.2315 -3.2487 1.3594 0.5 0.6 -1.5 -0.081
C 0.2953 1.4504 -1.5955 -0.3 1.7 -1.9 0.077
O 1.2960 2.0108 -0.7239 -0.6 -2.4 0.8 -0.508
C 1.7676 1.0587 0.2282 2.5 -3.5 3.1 0.259
C 1.0181 0.6909 1.5482 1.6 -0.7 -0.7 -0.259
C 1.5280 -0.3169 2.6017 2.3 0.6 -3.0 -0.223
C 2.9041 -1.0290 2.3924 -1.8 2.9 -3.0 -0.225
C 3.6973 -0.6927 1.0752 -3.1 1.4 1.2 -0.226
C 3.1464 0.3298 0.0159 -1.6 -0.8 2.6 -0.262
H -0.7307 -0.9075 -2.0204 -1.2 1.4 0.5 0.226
H -2.2021 0.1402 -2.5145 0.9 -0.4 1.3 0.224
H -2.6790 -0.6156 0.3739 0.1 -0.5 -1.7 0.259
H -3.3609 -1.5171 -1.1551 1.1 0.7 1.0 0.223
H -0.4918 -2.0837 0.0723 -1.7 -0.9 -0.4 0.227
H -1.5740 -3.1925 -1.0530 0.2 0.8 1.6 0.218
H 0.7098 0.6829 -2.3506 -0.6 0.8 1.7 0.203
H -0.0807 2.3301 -2.2491 1.0 -1.2 1.1 0.215
H 0.0061 1.2112 1.7336 1.8 -1.0 -0.3 0.248
H 0.8857 -0.5291 3.5334 1.2 0.4 -1.7 0.240
H 3.2784 -1.7648 3.1781 -0.5 1.2 -1.4 0.234
H 4.7167 -1.2084 0.9434 -1.8 1.1 0.0 0.231
H 3.7947 0.5268 -0.9113 -1.2 -0.2 1.6 0.233